Record 1
Below is the molecule C5H8N2, with properties calculated with ωB97M-V/def2-TZVPD.

Structure (XYZ):
```
15
Properties=species:S:1:pos:R:3
C 2.1558 -0.7421 -0.4998
C 1.2998 -0.6791 0.7392
C 0.9712 0.5123 1.1814
C 0.2057 1.5678 1.0625
N -1.0950 1.3068 0.3895
N -1.1918 0.1624 -0.0643
C -2.4869 -0.1505 -0.6452
H 2.3902 0.2886 -0.7892
H 1.7269 -1.2828 -1.3550
H 3.0735 -1.2144 -0.1496
H 0.9346 -1.6063 1.1916
H 0.3886 2.5954 1.3772
H -2.4071 0.0136 -1.7238
H -3.3024 0.4485 -0.2275
H -2.6629 -1.2204 -0.4870
```

For the electronic energy, the calculation gives -8291.0987 eV. Its lowest unoccupied orbital energy is 0.62 eV. For the orbital gap, the calculation gives 9.57 eV.

Record 2
Below is the molecule C5H8N2, with properties calculated with ωB97M-V/def2-TZVPD.

Structure (XYZ):
```
15
Properties=species:S:1:pos:R:3
C 1.6251 -1.0954 -0.3657
C 1.0825 0.4347 1.1136
C 0.5050 -0.8821 0.7324
N -0.8470 -0.6415 0.1864
C -0.9573 0.6911 0.0264
N -2.1002 1.2526 -0.4730
C 0.2143 1.3255 0.4648
H 2.1714 -0.1880 -0.6607
H 2.3807 -1.7658 0.0438
H 1.1486 -1.5031 -1.2536
H 0.4894 -1.7498 1.3996
H -1.6394 -1.2655 0.2573
H -2.0104 2.2224 -0.7396
H -2.6156 0.7070 -1.1483
H 0.4179 2.3768 0.2938
```

For the electronic energy, the calculation gives -8292.0354 eV. Its lowest unoccupied orbital energy is 0.67 eV. For the orbital gap, the calculation gives 8.07 eV.

> Number 1 is which compound?

C5H8N2